Formula: C26H23GaN8S
Source: the OMol25 dataset
Level of theory: ωB97M-V/def2-TZVPD

```
59
Properties=species:S:1:pos:R:3:mulliken_charge:R:1
Ga -1.50 1.70 -0.89 -0.968
C -2.82 3.07 -1.39 0.584
C -2.35 4.18 -0.53 -0.892
C -3.08 4.17 0.62 -0.558
C -4.08 3.14 0.54 -0.513
C -3.97 2.49 -0.65 -1.319
H -2.89 3.21 -2.47 0.736
H -1.56 4.86 -0.79 0.509
H -2.95 4.84 1.45 0.512
H -4.81 2.93 1.30 0.556
H -4.60 1.70 -1.04 0.529
N 0.56 1.27 2.50 0.013
C -0.61 0.86 3.13 0.804
C -0.87 0.47 4.44 -1.220
C -2.17 0.10 4.72 -0.494
C -3.17 0.12 3.74 -0.926
C -2.91 0.51 2.44 -0.635
C -1.60 0.89 2.15 0.200
N -1.00 1.32 0.96 0.649
C 0.28 1.52 1.23 0.194
C 1.16 1.94 0.15 0.207
C 2.50 2.12 0.08 -0.214
S 2.95 2.55 -1.50 -0.081
C 1.34 2.47 -2.00 -0.132
N 0.51 2.14 -1.05 0.364
H 1.47 1.37 2.94 0.242
H -0.10 0.46 5.20 0.465
H -2.43 -0.20 5.73 0.440
H -4.17 -0.19 4.01 0.445
H -3.68 0.53 1.69 0.611
H 3.24 2.00 0.86 0.456
H 1.04 2.67 -3.02 0.453
C -0.55 -1.62 -0.18 -1.654
C -0.69 -1.07 -1.56 0.936
N -1.36 0.02 -1.92 0.401
C -1.24 0.14 -3.30 -0.564
C -0.48 -0.88 -3.76 -0.496
N -0.15 -1.64 -2.65 0.228
C 0.86 -2.68 -2.63 -0.928
N 1.96 -2.25 -1.80 0.476
N 2.23 -0.93 -1.60 -0.086
N 3.20 -0.82 -0.78 -0.517
C 3.62 -2.08 -0.41 0.273
C 4.65 -2.48 0.45 -0.746
C 4.81 -3.83 0.62 -0.622
C 3.98 -4.77 -0.03 -0.560
C 2.98 -4.39 -0.89 -1.031
C 2.81 -3.01 -1.05 1.265
H -1.40 -1.34 0.42 0.430
H 0.37 -1.26 0.29 0.171
H -0.50 -2.71 -0.22 0.559
H -1.72 0.93 -3.85 0.564
H -0.17 -1.14 -4.75 0.463
H 1.17 -2.85 -3.66 0.288
H 0.46 -3.60 -2.22 0.448
H 5.29 -1.76 0.94 0.462
H 5.60 -4.20 1.27 0.409
H 4.16 -5.83 0.13 0.408
H 2.37 -5.12 -1.40 0.407
```

Computed properties:
Total charge: +2
Strongest force on any atom (eV/Å): 0.09
Gap between HOMO and LUMO (hartree): 0.2917